1:
17
Properties=species:S:1:pos:R:3 method="wB97M-V/def2-TZVPD" smiles=N[C@H]1C[C@H]2N[C@H]2[C@@H]1Cl e_homo_ev=-9.1 orbital_gap_ev=9.879
C -0.2014 -0.9088 0.7593
C 0.8857 0.2941 1.2962
C 1.2882 0.8838 0.1096
C 0.5643 0.5353 -1.0595
C -0.6620 -0.2522 -0.5499
H 0.7485 -2.2759 -0.5583
H 0.8749 -2.5552 1.3650
H -0.9587 -1.0633 1.4998
H 1.7085 -0.0108 2.0213
H 0.2848 1.1336 1.8747
H 1.8938 1.9205 -0.0196
H 2.3828 -0.1183 -1.8225
H 0.3697 1.1597 -2.0091
H -0.9618 -0.9345 -1.5028
N 0.1578 -2.3295 0.3602
N 1.7393 -0.2159 -0.9353
Cl -1.8160 1.0147 -0.0092

2:
17
Properties=species:S:1:pos:R:3 method="wB97M-V/def2-TZVPD" smiles="C=NN1CC(CCl)C1" e_homo_ev=-8.4 orbital_gap_ev=9.377
C -2.1314 0.4882 -0.5631
C -1.0407 0.5532 0.4732
C 0.2718 1.3293 0.0726
C -0.1774 -0.7305 0.3394
C 2.6191 -1.2230 -0.1009
H -1.8436 0.1916 -1.5577
H -2.6258 1.3628 -0.5299
H -1.3965 0.8796 1.4525
H 0.3727 2.2967 -0.5890
H 0.6345 1.7021 1.0143
H 0.2479 -1.2101 1.2978
H -0.3460 -1.5564 -0.4256
H 3.7422 -1.2531 -0.4264
H 2.0475 -2.0432 0.3107
N 0.8184 0.0748 -0.2889
N 2.1205 -0.0775 -0.3868
Cl -3.3133 -0.7846 -0.0921

Which one sits at the top of the stability order? 2 does.

1:
11
Properties=species:S:1:pos:R:3 method="wB97M-V/def2-TZVPD" smiles="C=C=O.C=CBr" e_homo_ev=-9.3 orbital_gap_ev=10.135
C 1.0837 -1.3035 0.1096
C 0.2817 -1.3523 1.1393
C 0.1110 1.5310 -0.6322
C -0.8647 0.6283 -0.6738
O 1.8744 -0.9819 -0.6725
Br -2.1598 0.9549 0.6933
H -0.6390 -1.0229 0.5481
H 0.1952 -1.8564 2.1521
H 0.8893 1.4788 -1.4178
H 0.3126 2.2189 0.1274
H -1.0843 -0.2949 -1.3735

2:
11
Properties=species:S:1:pos:R:3 method="wB97M-V/def2-TZVPD" smiles=c1ccoc1.Br e_homo_ev=-9.2 orbital_gap_ev=10.115
C 1.4783 0.1092 0.3912
C 0.4997 1.0130 0.0700
C -0.2663 -1.1596 -0.4739
C 1.0501 -1.2008 -0.0657
O -0.6051 0.2208 -0.3740
Br -3.5839 1.0929 0.0166
H -2.2302 1.3979 0.4797
H 2.4811 0.1674 0.7971
H 0.4651 2.0996 0.1094
H -1.0563 -1.6752 -0.9589
H 1.7676 -2.0653 0.0085

Which one sits at the top of the stability order? 2 does.

1:
16
Properties=species:S:1:pos:R:3 method="wB97M-V/def2-TZVPD" e_homo_ev=-8.1 orbital_gap_ev=8.249
C 1.5629 -0.9923 -0.2337
C -0.8581 0.1122 0.0710
H 2.5644 -0.8026 -1.1337
H 1.2995 -2.1220 -0.5919
H 2.2878 -1.2822 0.7540
H 1.7717 1.1936 -0.5548
H 1.7306 1.3762 1.0681
H -0.8367 -1.5519 0.7129
H -2.9671 -0.4383 0.2648
H -0.5720 2.2027 -0.2240
N 0.4762 0.1221 0.0178
N 1.0900 1.3289 0.1760
N -1.2947 -1.1302 -0.0147
N -1.8916 0.9307 -0.0730
O -2.7289 -1.2654 -0.0384
O -1.6341 2.3187 -0.2002

2:
16
Properties=species:S:1:pos:R:3 method="wB97M-V/def2-TZVPD" smiles=CN1O[C@@](N)(O)N1N e_homo_ev=-8.3 orbital_gap_ev=9.168
C 0.0304 -1.2219 1.9171
N 1.6327 -0.4470 -1.0324
N 0.7351 -0.0672 -0.0547
N -0.0710 -1.1105 0.4790
H 1.9924 0.2784 -1.6455
H 1.3000 -1.1347 -1.7062
H 0.0347 -0.2507 2.4179
H -0.8082 -1.8242 2.2588
H 0.9630 -1.7547 2.1077
C -0.4904 0.7433 -0.3872
N -0.6678 0.9403 -1.7732
O -0.4372 1.9710 0.2462
O -1.3601 -0.2122 0.1617
H -0.6498 1.8768 1.1830
H -0.8498 1.9045 -2.0104
H -1.3540 0.3087 -2.1620

3:
16
Properties=species:S:1:pos:R:3 method="wB97M-V/def2-TZVPD" e_homo_ev="-8.5 / -8.5" orbital_gap_ev="8.953 / 8.955"
C -0.7196 -1.4495 0.0254
N -2.0675 0.8714 0.0103
N -0.8678 0.9357 -0.5391
N -0.1818 -0.2793 -0.6618
H -2.5264 1.7713 0.0209
H -2.1695 0.3269 0.8633
H 0.0083 -2.2475 -0.1066
H -1.6596 -1.7559 -0.4357
H -0.8623 -1.3171 1.1079
C 1.1409 0.3757 0.0716
N 2.0910 0.8312 -0.8715
O 1.7758 -0.5280 0.9079
O 0.4559 1.3689 0.7119
H 1.3698 -0.4160 1.7773
H 1.6566 1.4502 -1.5441
H 2.5561 0.0620 -1.3379

Which one sits at the top of the stability order? 3 does.

1:
26
Properties=species:S:1:pos:R:3 method="wB97M-V/def2-TZVPD" smiles="[H]/N=C(/C)CC.C=C(C)C" e_homo_ev=-8.8 orbital_gap_ev=9.686
C 1.9211 -0.1371 -1.0455
C 0.8489 -0.1980 -3.3536
C 1.8136 -0.7313 0.3559
C 0.6337 -0.1498 -1.8597
N -0.5436 -0.0720 -1.4302
H -0.8091 -0.4009 -0.3260
H 2.6920 -0.6705 -1.6081
H 2.2557 0.9052 -0.9857
H 1.2912 -1.1552 -3.6359
H 1.5385 0.5884 -3.6664
H -0.0984 -0.0754 -3.8718
H 1.1890 -0.1205 1.0038
H 1.4125 -1.7436 0.3178
H 2.8004 -0.7763 0.8163
C -1.0447 1.7236 0.9411
C -1.6952 -0.9751 1.0036
C -1.4088 0.5986 1.8064
C -1.4696 0.5398 3.1175
H 0.0212 1.9662 0.9953
H -1.2189 1.4518 -0.1245
H -2.4845 -1.3490 1.6591
H -2.1974 -1.3171 0.0947
H -0.8053 -1.5421 1.2605
H -1.6416 2.6014 1.1641
H -1.6921 -0.3789 3.6421
H -1.3085 1.4176 3.7292

2:
26
Properties=species:S:1:pos:R:3 method="wB97M-V/def2-TZVPD" smiles="C[C@H]1C[C@H]1N.C=C(C)C" e_homo_ev=-8.7 orbital_gap_ev=9.719
C -0.0218 -1.2073 -1.5877
C 0.7468 1.2439 0.7693
C 0.2016 2.2699 1.7056
C -0.3552 -2.0562 -0.6280
C -1.0063 -0.2551 -2.1968
C 1.3679 -1.1260 -2.1438
N 1.6778 0.2569 1.2229
C -0.7266 1.2264 1.1422
C -1.2787 0.1425 2.0414
H 0.9862 1.5656 -0.2397
H 1.5969 0.1183 2.2231
H 1.4942 -0.6293 0.7631
H 0.4734 2.1832 2.7475
H 0.1122 3.2910 1.3673
H -1.4172 1.5697 0.3822
H 1.3395 -1.1106 -3.2341
H -1.3528 -2.1018 -0.2275
H 0.3533 -2.7500 -0.2080
H -0.5930 -0.7059 2.1063
H -1.1890 -0.5311 -3.2347
H -1.9502 -0.2739 -1.6596
H -0.6139 0.7604 -2.1900
H 1.8521 -0.2062 -1.8095
H 1.9754 -1.9686 -1.8206
H -1.4476 0.5155 3.0526
H -2.2253 -0.2213 1.6565

Which one sits at the top of the stability order? 2 does.

1:
66
Properties=species:S:1:pos:R:3 method="wB97M-V/def2-TZVPD" charge=+3 e_homo_ev="-16.7 / -16.8" orbital_gap_ev="6.069 / 6.434" spin_multiplicity=3 s_squared=2.014
Mo -0.2833 -0.1246 0.3009
C 6.5419 -1.3262 -4.7677
C 5.3140 -0.9495 -3.9955
C 5.2601 0.2465 -3.2798
C 4.1317 0.6050 -2.5657
C 3.0340 -0.2564 -2.5957
C 3.0498 -1.4616 -3.3096
C 4.1949 -1.7946 -3.9969
S 1.6421 0.1512 -1.7105
O 1.8580 1.3309 -0.8864
O 0.4092 0.1364 -2.4678
N 1.3157 -1.0726 -0.5854
C 2.0964 -1.0378 0.6015
C 3.3570 -1.5226 0.8481
C 3.8600 -1.3165 2.1259
C 3.0927 -0.6763 3.1091
C 1.8379 -0.2246 2.7964
N 1.3690 -0.3849 1.5373
H 7.4060 -0.7412 -4.4623
H 6.3773 -1.1457 -5.8327
H 6.7686 -2.3858 -4.6554
H 6.1170 0.9076 -3.2836
H 4.0903 1.5309 -2.0100
H 2.1783 -2.1051 -3.3253
H 4.2334 -2.7210 -4.5560
H 3.9129 -2.0380 0.0773
H 4.8596 -1.6553 2.3675
H 3.4771 -0.5370 4.1094
H 1.1991 0.2708 3.5144
C -0.4919 5.1058 0.2703
N -0.5089 3.6745 0.6304
C 0.5809 3.2127 1.5068
C -1.3828 2.8362 0.1340
O -1.0921 1.5129 0.2561
N -2.4985 3.1209 -0.4995
C -3.3573 4.2704 -0.1405
C -3.1525 2.0997 -1.3314
H 0.5483 5.3937 0.1385
H -0.9275 5.7132 1.0616
H -1.0179 5.2646 -0.6662
H 1.0215 4.0868 1.9756
H 1.3410 2.6922 0.9253
H 0.1880 2.5712 2.2945
H -2.9126 4.8612 0.6512
H -4.3079 3.8757 0.2163
H -3.5331 4.8906 -1.0167
H -2.4185 1.5854 -1.9481
H -3.8522 2.6109 -1.9870
H -3.7077 1.3910 -0.7149
C -3.1104 -3.4363 -0.6885
S -2.4039 -2.0575 -1.5443
O -1.4669 -1.4629 -0.3908
C -1.3788 -2.7676 -2.7482
C -1.5048 -2.2146 -4.0217
C -0.8141 -2.7997 -5.0726
C -0.0129 -3.9065 -4.8356
C 0.1335 -4.4276 -3.5479
C -0.5493 -3.8638 -2.4904
H -2.3680 -4.2076 -0.5054
H -3.9012 -3.8109 -1.3416
H -3.5435 -3.0652 0.2383
H -2.1458 -1.3588 -4.1919
H -0.9127 -2.3993 -6.0719
H 0.5004 -4.3798 -5.6625
H 0.7674 -5.2878 -3.3788
H -0.4354 -4.2700 -1.4940

2:
66
Properties=species:S:1:pos:R:3 method="wB97M-V/def2-TZVPD" charge=+3 e_homo_ev="-16.9 / -16.9" orbital_gap_ev="6.196 / 6.568" spin_multiplicity=3 s_squared=2.012
Mo -0.2384 0.0307 0.5307
C 7.3727 -3.7086 0.1206
C 6.1111 -2.9121 0.1177
C 4.8943 -3.5077 -0.2354
C 3.7265 -2.7735 -0.2665
C 3.7911 -1.4203 0.0726
C 4.9750 -0.7926 0.4438
C 6.1255 -1.5543 0.4647
S 2.2700 -0.5900 -0.0816
O 1.9336 -0.2410 -1.4318
O 1.9689 0.5402 0.8563
N 1.0120 -1.5977 0.4128
C 0.8276 -1.6445 1.7947
C 1.7531 -1.8890 2.8094
C 1.2831 -1.9304 4.1043
C -0.0856 -1.7527 4.3676
C -0.9291 -1.4507 3.3348
N -0.4757 -1.3488 2.0600
H 7.1915 -4.7526 -0.1199
H 7.8702 -3.6473 1.0898
H 8.0745 -3.2995 -0.6093
H 4.8703 -4.5585 -0.4917
H 2.7806 -3.2207 -0.5454
H 4.9961 0.2577 0.7045
H 7.0620 -1.0948 0.7531
H 2.7901 -2.0857 2.5753
H 1.9669 -2.1144 4.9228
H -0.4712 -1.8557 5.3719
H -1.9900 -1.2955 3.4812
C -4.4794 -2.6223 -0.7012
N -3.2465 -1.8323 -0.8033
C -2.0327 -2.6048 -1.0636
C -3.1715 -0.5643 -0.4125
O -2.0367 -0.1025 0.0812
N -4.2023 0.2631 -0.4785
C -5.2935 0.0963 -1.4367
C -4.2036 1.5089 0.2875
H -4.2448 -3.5477 -0.1763
H -4.8705 -2.8755 -1.6862
H -5.2367 -2.0897 -0.1339
H -2.2940 -3.4240 -1.7292
H -1.6188 -3.0265 -0.1463
H -1.2811 -1.9962 -1.5641
H -5.0271 -0.6242 -2.2045
H -5.4779 1.0568 -1.9166
H -6.2145 -0.2180 -0.9459
H -3.5549 1.4259 1.1540
H -5.2180 1.7019 0.6321
H -3.8767 2.3474 -0.3243
C 1.4966 2.8881 -1.9372
S 0.6042 3.1084 -0.4030
O -0.1268 1.6884 -0.2269
C -0.7188 4.1843 -0.8886
C -0.9748 5.2632 -0.0476
C -2.0079 6.1315 -0.3644
C -2.7607 5.9175 -1.5110
C -2.4916 4.8338 -2.3443
C -1.4687 3.9542 -2.0389
H 0.8298 2.5497 -2.7264
H 2.2871 2.1582 -1.7743
H 1.9325 3.8572 -2.1850
H -0.3655 5.4294 0.8329
H -2.2173 6.9756 0.2777
H -3.5577 6.6031 -1.7665
H -3.0716 4.6815 -3.2450
H -1.2643 3.1134 -2.6905

Which one sits at the top of the stability order? 1 does.

1:
18
Properties=species:S:1:pos:R:3 method="wB97M-V/def2-TZVPD" charge=+1 e_homo_ev=-15.2 orbital_gap_ev=12.021
C 0.1130 0.3975 1.3301
C 0.4799 -1.4006 -0.6136
C -0.3637 -0.4170 0.0684
C -0.7287 0.4527 2.4776
C 0.0704 0.2654 -2.4378
N 1.2843 0.8495 1.1077
N 0.4799 -0.0044 -1.0820
H 1.3102 -1.5594 -0.0563
H 0.0695 -2.1961 -1.1812
H -1.3861 -0.3700 -0.1438
H -1.5449 -0.3651 2.6767
H -1.4120 1.2539 2.3118
H -0.3533 0.7533 3.3920
H -0.7911 -0.4980 -2.5837
H -0.0731 1.3501 -2.3695
H 0.8654 0.1555 -3.2533
H 1.8504 1.2560 1.8724
H 1.3013 0.4894 -0.5420

2:
18
Properties=species:S:1:pos:R:3 method="wB97M-V/def2-TZVPD" smiles="C[C@]1(N)CC=C[NH2+]1" charge=+1 e_homo_ev=-14.0 orbital_gap_ev=10.915
C 0.9302 -1.0255 -1.3586
C 1.7154 -0.1513 -0.7130
C -0.5060 -1.0111 -0.8890
C -0.4916 0.1952 0.1067
C -0.9941 -0.1390 1.5184
N -0.8689 1.4387 -0.4328
N 1.0096 0.4586 0.3988
H 1.4650 -1.6706 -1.9975
H 2.7774 0.0326 -0.9100
H -1.1427 -0.9342 -1.7281
H -0.9163 -1.9567 -0.3151
H -0.6943 0.6281 2.2836
H -0.6965 -1.0281 1.9289
H -2.0969 -0.1789 1.5873
H -0.8155 2.3041 0.0906
H -1.0539 1.5629 -1.3909
H 1.0252 0.0260 1.3355
H 1.3541 1.4492 0.4854

Which one sits at the top of the stability order? 2 does.

1:
18
Properties=species:S:1:pos:R:3 method="wB97M-V/def2-TZVPD" charge=+1 e_homo_ev="-12.5 / -12.5" orbital_gap_ev="8.511 / 8.510"
C -1.5589 0.4508 0.0814
C 1.4782 0.6709 -1.0094
C 1.0499 1.1010 0.3555
C -2.1174 -0.4060 -0.9877
C 2.3225 -1.1007 0.8606
N -2.3644 0.7544 1.0432
N 1.7782 0.0482 0.2338
H 0.7986 0.1091 -1.6413
H 2.3131 1.0658 -1.5361
H 1.0953 1.9412 0.9439
H -3.2407 -0.2896 -1.0499
H -1.8970 -1.5013 -0.7573
H -1.6559 -0.2329 -1.9431
H 3.4346 -1.2891 0.4569
H 2.3570 -1.1182 1.9168
H 1.8120 -1.8700 0.3143
H -3.3148 0.3564 0.8518
H -2.2904 1.3099 1.8667

2:
18
Properties=species:S:1:pos:R:3 method="wB97M-V/def2-TZVPD" charge=+1 e_homo_ev=-15.7 orbital_gap_ev=12.000
C -0.2328 -0.6836 -2.9183
C -0.8479 0.9177 1.4755
C -0.0866 -1.0794 -4.2758
C -0.4334 1.1883 2.8893
C 1.0205 -0.6049 1.0863
N -0.1106 0.2195 0.6782
N -0.3100 -0.4759 -1.7900
H -1.4828 1.7146 1.0481
H 0.7216 -0.4491 -4.7879
H -1.0467 -0.9210 -4.7556
H 0.2390 -2.1717 -4.4083
H -0.9719 2.0509 3.4088
H 0.6418 1.3389 2.9482
H -0.6968 0.4206 3.6959
H 1.2638 -0.4264 2.1486
H 0.6501 -1.6932 1.0819
H 1.8228 -0.3405 0.3917
H -0.2353 0.0118 -0.4334

Which one sits at the top of the stability order? 2 does.

1:
18
Properties=species:S:1:pos:R:3 method="wB97M-V/def2-TZVPD" charge=+1 e_homo_ev=-14.5 orbital_gap_ev=11.201
C -0.6624 1.3585 0.1727
C 1.3998 0.0009 -0.3648
C -0.9596 0.2431 1.2944
C 0.9300 -1.2349 0.4891
C -0.0218 0.3456 -0.7538
N -0.4197 0.1925 -2.0872
N -0.5139 -0.9009 0.5370
H -1.5765 1.8843 -0.1173
H 0.0523 2.1673 0.5629
H 1.9668 0.8025 0.1244
H 2.1713 -0.1616 -1.1812
H -0.4964 0.5521 2.2784
H -2.0100 0.1411 1.5868
H 0.9355 -2.3586 0.0768
H 1.3635 -1.4934 1.5252
H -1.1538 0.7683 -2.3842
H 0.2002 -0.2069 -2.8835
H -1.0420 -1.6774 0.4129

2:
18
Properties=species:S:1:pos:R:3 method="wB97M-V/def2-TZVPD" smiles="C[C@@H](N)C1=[N+](C)C1" charge=+1 e_homo_ev=-14.1 orbital_gap_ev=10.064
C 0.9203 1.2141 1.0501
C -1.0624 -0.3539 -0.1951
C 0.2082 0.0902 0.4139
C -1.7784 0.9585 -0.5769
C 2.4407 -0.9876 0.9044
N 1.3311 -0.1499 0.8481
N -1.1271 -1.2534 -1.3355
H 1.2150 2.0870 0.4376
H 0.6888 1.4041 2.0745
H -1.4880 -0.7292 0.7675
H -1.5075 1.8360 0.1518
H -2.8393 1.0222 -0.5513
H -1.4901 1.2887 -1.5915
H 3.3254 -0.4106 0.8401
H 2.6287 -1.4671 1.9294
H 2.4275 -1.8183 0.3463
H -1.7611 -0.9721 -2.0057
H -1.4396 -2.1562 -1.0898

3:
18
Properties=species:S:1:pos:R:3 method="wB97M-V/def2-TZVPD" charge=+1 e_homo_ev=-14.3 orbital_gap_ev=10.263
C -2.7062 0.2055 0.1071
C 1.4936 -0.0317 0.3306
C -3.9354 -0.5352 -0.2469
C 3.5256 0.4413 -0.5643
C 2.5415 0.9068 0.4511
N -1.4213 0.0029 0.4570
N 0.8496 -0.9758 0.3388
H -2.8463 1.2368 0.1739
H -3.9395 -1.6645 -0.3660
H -4.6643 -0.2642 0.4978
H -4.2337 -0.0843 -1.1937
H 4.4283 1.1760 -0.7003
H 3.9064 -0.6070 -0.2364
H 3.1696 0.3771 -1.6562
H 2.1960 1.9786 0.3467
H 2.7129 0.7755 1.5276
H 0.6199 -1.9433 0.3548
H -1.6967 -0.9944 0.3786

Which one sits at the top of the stability order? 1 does.